Entry 1:
Computed, not measured: a structure of composition C27H40KN3O7PS, with the ωB97M-V functional and the def2-TZVPD basis.

## Properties
**Frontier orbital gap (spin up / spin down)**: 0.1349 / 0.2351 Ha
**2S+1**: 2
**Energy above the lowest of the compared OMol25 structures with the same formula, charge and spin**: 39.7 kJ/mol
**Largest force on an atom**: 0.6 eV/A
**Net charge**: -2
**Total energy**: -3083.41416 hartree

Each line ends with the Mulliken spin population.
Geometry (Å):
1 K -1.1956 -0.1467 2.3115  -0.037
2 O 0.5278 0.4658 6.2891  0.000
3 C 0.5991 0.8522 5.0031  -0.001
4 O 1.3602 0.3675 4.2097  0.000
5 C -0.3572 1.9918 4.7302  0.000
6 O -0.4193 2.2123 3.3480  -0.001
7 C -1.4451 3.1255 2.9470  0.000
8 C -1.7110 2.8483 1.4444  0.000
9 O -1.0822 3.5467 0.6229  0.000
10 O -2.4980 1.8993 1.2104  0.000
11 H 1.1097 -0.3034 6.3699  0.000
12 H 0.0277 2.8772 5.2581  0.000
13 H -1.3296 1.7284 5.1626  0.000
14 H -1.1093 4.1588 3.0861  0.000
15 H -2.3499 2.9387 3.5337  0.000
16 O 0.6019 -0.4241 0.4878  0.010
17 P 0.5802 0.1662 -0.8905  -0.023
18 C -1.1325 0.5599 -1.3865  -0.030
19 C -1.3995 1.5486 -2.5270  0.004
20 C -1.5331 0.9054 -3.9046  -0.001
21 C -2.5440 -0.2393 -3.8875  0.005
22 C -2.1963 -1.2728 -2.8195  0.007
23 C -2.0914 -0.6365 -1.4374  0.069
24 C 1.4909 -1.0395 -1.9314  0.003
25 C 1.0277 -2.4611 -1.5175  -0.028
26 C 1.3900 -3.4987 -2.5856  0.038
27 C 2.7277 -3.1506 -3.2303  0.013
28 C 2.6177 -1.8354 -4.0230  -0.001
29 C 1.5240 -0.9185 -3.4539  -0.001
30 C 1.3703 1.8346 -0.8663  0.002
31 C 2.2532 2.0008 0.3784  0.000
32 C 3.6331 1.3789 0.2068  0.000
33 C 4.3438 1.9677 -1.0087  0.000
34 C 3.5151 1.7761 -2.2762  0.000
35 C 2.0999 2.3344 -2.1189  0.000
36 H -1.3885 1.1111 -0.4689  0.008
37 H -0.6567 2.3478 -2.5443  0.001
38 H -2.3472 2.0401 -2.2794  0.000
39 H -0.5626 0.5269 -4.2395  0.000
40 H -1.8377 1.6655 -4.6315  0.000
41 H -2.6011 -0.7096 -4.8749  0.000
42 H -3.5378 0.1713 -3.6716  0.000
43 H -1.2512 -1.7601 -3.0821  -0.003
44 H -2.9485 -2.0651 -2.7949  -0.006
45 H -1.8307 -1.3837 -0.6804  -0.009
46 H -3.0809 -0.2591 -1.1528  0.014
47 H 2.5163 -0.9075 -1.5641  -0.001
48 H -0.0418 -2.4974 -1.3084  0.005
49 H 1.4972 -2.7179 -0.5687  -0.021
50 H 0.6159 -3.5371 -3.3604  0.003
51 H 1.4137 -4.4898 -2.1299  -0.009
52 H 3.0780 -3.9555 -3.8818  0.000
53 H 3.4756 -3.0449 -2.4377  0.000
54 H 2.3947 -2.0502 -5.0727  0.000
55 H 3.5791 -1.3120 -4.0092  0.000
56 H 0.5565 -1.2234 -3.8551  0.001
57 H 1.6870 0.1077 -3.7887  0.000
58 H 0.4919 2.4696 -0.6938  0.000
59 H 1.7473 1.5838 1.2479  0.000
60 H 2.3673 3.0770 0.5586  0.000
61 H 3.5306 0.2941 0.0927  0.000
62 H 4.2278 1.5394 1.1099  0.000
63 H 5.3338 1.5188 -1.1377  0.000
64 H 4.5000 3.0408 -0.8402  0.000
65 H 3.4757 0.7088 -2.5098  0.000
66 H 4.0048 2.2614 -3.1270  0.000
67 H 1.5160 2.1407 -3.0232  0.000
68 H 2.1736 3.4260 -2.0344  0.000
69 N -3.1205 -2.9121 4.2566  0.011
70 C -3.0180 -1.7065 4.8945  0.006
71 O -2.1007 -0.9298 4.5803  0.001
72 C -3.9630 -1.4021 5.9358  -0.003
73 C -3.8510 -0.1895 6.6476  0.002
74 N -3.7704 0.8024 7.2405  0.000
75 C -4.9983 -2.2900 6.2842  -0.002
76 N -5.8453 -3.0399 6.5416  0.000
77 H -3.9659 -3.4459 4.3671  -0.007
78 H -2.6276 -2.9901 3.3641  0.004
79 S -1.5047 -4.5275 0.6739  0.280
80 C -1.7385 -3.0449 1.2329  0.696

=====

Entry 2:
Computed, not measured: an isolated molecule of C27H40O3, with the ωB97M-V functional and the def2-TZVPD basis.

## Properties
**Frontier orbital gap**: 0.3129 Ha
**SMILES**: C=C1/C(=C\C=C2/CCC[C@]3(C)[C@@H]([C@H](C)/C=C/[C@@H](O)C4CC4)CC[C@@H]23)C[C@@H](O)C[C@@H]1O
**Energy above the lowest of the compared OMol25 structures with the same formula, charge and spin**: 27.4 kJ/mol
**Largest force on an atom**: 0.8 eV/A
**Total energy**: -1278.45756 hartree

Each line ends with the Löwdin charge.
Geometry (Å):
1 C -4.7836 -0.1973 1.8929  0.099
2 C -4.9594 0.6892 0.9182  -0.229
3 C -4.6366 0.4428 -0.4870  -0.194
4 C -3.5430 -0.2086 -0.9210  -0.022
5 C -2.4468 -0.6426 -0.0952  -0.046
6 C -1.4798 -1.5022 -0.4388  -0.193
7 C -0.3311 -1.8628 0.4504  -0.232
8 C -0.1730 -1.2302 1.8307  -0.125
9 H -0.3939 -0.1647 1.7893  0.110
10 H -0.8386 -1.6845 2.5640  0.117
11 C 1.3125 -1.4597 2.1765  -0.121
12 H 1.4191 -2.1983 2.9711  0.113
13 H 1.7649 -0.5351 2.5286  0.103
14 C 1.9896 -1.9628 0.8821  -0.235
15 H 1.9684 -3.0601 0.9033  0.143
16 C 3.4718 -1.5914 0.7010  -0.321
17 C 3.7964 -0.1328 0.7934  -0.096
18 C 4.4627 0.5430 -0.1272  -0.044
19 C 4.8591 1.9936 -0.0107  -0.372
20 C 6.3301 2.1436 -0.3650  -0.266
21 C 6.7441 2.3341 -1.7923  -0.117
22 C 6.8582 3.4698 -0.8229  -0.110
23 H 7.8409 3.7731 -0.4956  0.097
24 H 6.1570 4.2854 -0.9084  0.104
25 H 7.6482 1.8530 -2.1336  0.097
26 H 5.9689 2.3817 -2.5422  0.101
27 H 6.9795 1.5419 0.2632  0.143
28 O 4.5730 2.5488 1.2548  -0.020
29 H 5.1134 2.0950 1.9115  0.097
30 H 4.2582 2.5859 -0.7131  0.157
31 H 4.7701 0.0749 -1.0528  0.124
32 H 3.5096 0.3675 1.7083  0.114
33 C 4.3162 -2.3284 1.7502  -0.053
34 H 4.1562 -3.4024 1.6865  0.079
35 H 4.0515 -1.9989 2.7521  0.079
36 H 5.3738 -2.1283 1.5901  0.079
37 H 3.7750 -1.9481 -0.2899  0.138
38 C 1.0161 -1.5392 -0.2363  -0.416
39 C 1.1151 -0.0476 -0.5615  0.002
40 H 1.3326 0.5364 0.3259  0.090
41 H 0.1774 0.3127 -0.9784  0.087
42 H 1.9096 0.1319 -1.2814  0.088
43 C 1.1182 -2.3696 -1.5153  -0.138
44 H 2.0521 -2.1523 -2.0388  0.116
45 C -0.0634 -2.0768 -2.4404  -0.172
46 H 0.0065 -1.0519 -2.8072  0.111
47 H -0.0195 -2.7399 -3.3078  0.111
48 C -1.4110 -2.2680 -1.7322  -0.130
49 H -2.2178 -1.9841 -2.4065  0.101
50 H -1.5368 -3.3317 -1.5032  0.127
51 H 1.1195 -3.4330 -1.2594  0.124
52 H -0.3630 -2.9527 0.5877  0.162
53 H -2.4206 -0.2054 0.8935  0.101
54 H -3.4485 -0.3640 -1.9885  0.112
55 C -5.6438 0.9928 -1.4690  -0.086
56 H -5.3052 1.9448 -1.8915  0.129
57 C -6.9958 1.2093 -0.7893  -0.382
58 C -6.8693 2.2201 0.3580  -0.069
59 C -5.5651 2.0502 1.1735  -0.323
60 O -4.6389 3.0790 0.8767  -0.011
61 H -4.2291 2.8817 0.0265  0.088
62 H -5.7784 2.1771 2.2392  0.145
63 H -6.8797 3.2338 -0.0472  0.124
64 H -7.7335 2.1180 1.0183  0.118
65 O -7.4439 -0.0557 -0.3480  -0.013
66 H -8.2311 0.0591 0.1940  0.097
67 H -7.7138 1.6074 -1.5289  0.143
68 H -5.7687 0.2887 -2.2931  0.127
69 H -4.4025 -1.1837 1.6962  0.075
70 H -5.0498 0.0286 2.9120  0.069

=====

Among the records above, which one has the highest total energy?
C27H40O3

=====

Which value of energy above the lowest of the compared OMol25 structures with the same formula, charge and spin does entry 2 give?
27.4 kJ/mol